1.
The following is a quantum chemistry calculation of an isolated molecule of C4H9N3O in a non-equilibrium geometry, from the OMol25 dataset.

Values from the calculation:
LUMO level (eV): 0.77
Frontier orbital gap (Ha): 0.371
SMILES string: [H]/N=C(C)\N=C/N(C)O
Energy above the lowest of the compared OMol25 structures with the same formula, charge and spin (kJ/mol): 316.1

Structure (ORCA input):
```
! wB97M-V def2-TZVPD RIJCOSX def2/J DEFGRID3
* xyz 0 1
C -2.779 -0.071 0.303
C -0.663 1.097 -0.263
C 1.495 0.113 -0.144
C 2.279 -0.001 1.073
H -3.266 -1.035 0.086
H -2.730 -0.051 1.406
H -3.402 0.773 -0.061
H -0.111 -1.578 -0.308
H -1.296 2.013 -0.355
H 2.497 1.059 1.472
H 3.286 -0.541 0.819
H 1.649 -0.620 1.817
H 1.108 -0.553 -1.940
N -1.416 -0.086 -0.317
N 0.586 1.196 -0.165
N 1.748 -0.687 -1.121
O -0.770 -1.158 0.309
*
```

2.
The following is a quantum chemistry calculation of an isolated molecule of C4H9N3O in a non-equilibrium geometry, from the OMol25 dataset.

Values from the calculation:
LUMO level (eV): 0.80
Frontier orbital gap (Ha): 0.369
SMILES string: CN(N)C(=O)N1CC1
Energy above the lowest of the compared OMol25 structures with the same formula, charge and spin (kJ/mol): 679.2

Structure (ORCA input):
```
! wB97M-V def2-TZVPD RIJCOSX def2/J DEFGRID3
* xyz 0 1
C -1.693 1.301 -0.239
C -0.070 -0.439 -0.086
C 2.290 0.474 0.667
C 2.159 -0.526 -0.464
H -2.600 1.097 -0.900
H -2.290 1.567 0.810
H -1.063 2.187 -0.699
H -2.262 -1.754 -0.269
H -2.354 -1.147 1.192
H 3.130 1.406 0.282
H 2.207 0.105 1.865
H 2.914 -0.275 -1.463
H 2.042 -1.784 -0.389
N -1.300 0.032 -0.018
N -2.358 -0.895 0.121
N 1.096 0.400 -0.344
O 0.154 -1.750 -0.065
*
```